ORCA calculation (ωB97M-V/def2-TZVPD) on a 2-piece molecular cluster, C4H12N3O2 overall at a distorted geometry.

Positions of all 21 atoms, in Å:
C  -0.749  2.213  -0.239
C  2.923  -1.644  0.139
C  0.484  0.007  -0.230
C  1.918  0.528  -0.119
N  -3.294  -0.334  1.005
N  -0.574  0.783  -0.161
N  -2.921  -0.313  -0.238
O  -2.534  -1.522  -0.740
O  2.621  -0.329  0.654
H  0.098  2.717  -0.670
H  -1.710  2.321  -0.608
H  -0.913  2.627  0.729
H  2.487  -2.448  0.681
H  3.932  -1.708  0.153
H  2.588  -1.711  -0.849
H  0.460  -1.117  -0.154
H  -2.759  -1.548  -1.658
H  1.947  1.504  0.361
H  2.289  0.574  -1.229
H  -3.249  0.618  1.476
H  -3.045  -1.217  1.698

Cartesian forces (eV/Å) of the 6 atoms listed first:
C 1.84 -1.22 1.04
C -1.94 1.81 0.38
C -1.72 2.98 1.14
C -0.93 -0.09 -2.98
N 2.63 -2.00 0.83
N 1.11 -4.03 -0.23

Electronic energy, hartree: -473.8882
Total charge: +1
Energy above the lowest of the compared OMol25 structures with the same formula, charge and spin, kJ/mol: 767.68
Gap between HOMO and LUMO (spin up / spin down), Eh: 0.2381 / 0.2379

ORCA calculation (ωB97M-V/def2-TZVPD) on an isolated ion of composition C4H12N3S and charge -1 at a distorted geometry.

Positions of all 20 atoms, in Å:
N  -2.135  -1.078  2.529
C  -0.856  -0.933  1.886
N  -0.813  0.058  0.832
C  0.538  0.425  0.417
C  0.870  0.111  -1.030
N  2.245  0.603  -1.210
C  -0.055  0.813  -2.010
S  0.281  0.254  -3.732
H  -2.823  -1.483  1.902
H  -2.523  -0.170  2.751
H  -0.463  -1.917  1.574
H  -0.069  -0.726  2.621
H  -1.356  -0.219  0.026
H  0.652  1.505  0.565
H  1.261  -0.019  1.091
H  0.858  -0.935  -1.182
H  2.371  1.202  -2.012
H  2.893  -0.162  -1.326
H  0.224  1.873  -2.012
H  -1.102  0.796  -1.682

Cartesian forces (eV/Å) of the 6 atoms listed first:
N -0.50 -0.31 0.12
C 0.96 -0.48 -0.15
N -0.09 -0.04 0.51
C -0.50 0.80 0.20
C 0.60 1.69 0.33
N 0.60 -0.11 0.50

Electronic energy, hartree: -722.0748
Total charge: -1
Energy above the lowest of the compared OMol25 structures with the same formula, charge and spin, kJ/mol: 145.87
Gap between HOMO and LUMO, Eh: 0.2237

ORCA calculation (ωB97M-V/def2-TZVPD) on C4H12N4 in the gas phase at a distorted geometry.

Positions of all 20 atoms, in Å:
C  -1.743  0.082  -0.939
C  -0.448  -0.601  -0.794
N  -0.335  -2.052  -1.772
C  0.649  -0.665  -0.140
N  1.942  -1.083  -0.175
N  0.615  0.812  0.878
C  -0.367  0.959  1.935
N  1.173  2.013  0.446
H  -2.086  0.017  -1.975
H  -2.505  -0.378  -0.305
H  -1.643  1.143  -0.686
H  -0.748  -2.853  -1.297
H  0.608  -2.266  -2.089
H  2.467  -0.519  0.492
H  2.018  -2.079  -0.011
H  -0.694  -0.029  2.269
H  0.069  1.497  2.787
H  -1.253  1.524  1.607
H  1.819  1.820  -0.318
H  0.461  2.659  0.089

Cartesian forces (eV/Å) of the 6 atoms listed first:
C 0.05 0.36 0.17
C -0.22 -5.87 -3.63
N -1.26 2.33 0.72
C -0.26 7.13 3.18
N 0.27 -0.78 0.16
N 0.84 -3.66 0.03

Electronic energy, hartree: -378.4515
Total charge: 0
Energy above the lowest of the compared OMol25 structures with the same formula, charge and spin, kJ/mol: 490.32
Gap between HOMO and LUMO, Eh: 0.2893

ORCA calculation (ωB97M-V/def2-TZVPD) on a 2-piece molecular cluster, C4H12N4 overall at a distorted geometry.

Positions of all 20 atoms, in Å:
C  -0.876  -0.765  -2.040
N  -0.335  0.568  -1.821
N  -1.325  1.537  -1.593
N  0.739  0.577  -0.933
N  1.246  1.722  -0.713
H  -0.886  2.427  -1.381
H  -1.867  1.250  -0.775
H  2.200  1.598  -0.367
H  -1.393  -1.113  -1.139
H  -1.582  -0.714  -2.868
H  -0.065  -1.454  -2.284
C  1.139  0.142  2.281
C  0.328  -0.613  1.301
C  -0.510  -1.611  1.554
H  0.792  -0.406  -0.153
H  2.021  -0.420  2.609
H  0.555  0.364  3.181
H  1.490  1.092  1.840
H  -1.132  -2.057  0.781
H  -0.538  -2.120  2.521

Cartesian forces (eV/Å) of the 6 atoms listed first:
C -0.05 0.13 0.43
N 0.35 0.32 1.09
N -0.51 -0.11 -0.05
N 1.78 1.58 -2.89
N -1.06 -0.99 -0.18
H 0.20 -0.16 -0.17

Electronic energy, hartree: -378.4015
Total charge: 0
Energy above the lowest of the compared OMol25 structures with the same formula, charge and spin, kJ/mol: 621.51
Gap between HOMO and LUMO (spin up / spin down), Eh: 0.2965 / 0.2966

ORCA calculation (ωB97M-V/def2-TZVPD) on a 2-piece molecular cluster, C4H12N4O overall at a distorted geometry.

Positions of all 21 atoms, in Å:
C  0.137  0.026  2.283
C  0.736  0.192  1.080
N  2.140  0.220  1.030
N  0.074  0.937  0.020
N  -1.141  1.568  0.261
O  0.916  1.697  -0.798
H  -0.917  0.229  2.424
H  0.680  -0.367  3.132
H  2.464  -0.263  0.196
H  2.566  -0.144  1.876
H  -1.517  1.832  -0.649
H  -0.967  2.434  0.766
H  1.717  1.781  -0.234
H  1.192  -0.803  -2.475
N  0.192  -1.004  -2.539
C  -0.335  -1.113  -1.376
C  -1.792  -1.409  -1.193
H  0.300  -1.341  -0.363
H  -2.388  -0.822  -1.895
H  -1.965  -2.471  -1.378
H  -2.090  -1.178  -0.169

Cartesian forces (eV/Å) of the 6 atoms listed first:
C -0.45 -0.52 -0.84
C -1.32 3.42 2.10
N 0.01 -0.42 -1.39
N -0.16 -1.56 0.19
N 0.50 -0.03 0.31
O 1.12 -0.01 0.65

Electronic energy, hartree: -453.7121
Total charge: 0
Energy above the lowest of the compared OMol25 structures with the same formula, charge and spin, kJ/mol: 499.17
Gap between HOMO and LUMO, Eh: 0.3242

ORCA calculation (ωB97M-V/def2-TZVPD) on C4H12N5O2 as an isolated structure at a distorted geometry.

Positions of all 23 atoms, in Å:
C  -0.020  -0.226  -1.798
C  0.914  -1.014  -1.411
C  -1.077  0.603  -1.052
C  1.360  -0.527  1.382
N  1.121  -1.419  0.423
N  -2.142  0.857  -1.990
N  1.648  -0.922  2.671
N  1.486  0.819  1.145
N  -1.518  0.007  0.238
O  1.895  -1.673  -1.923
O  -0.431  1.801  -0.714
H  -0.136  -0.085  -2.807
H  1.524  -2.325  0.537
H  -2.745  1.673  -1.872
H  -2.658  -0.001  -2.293
H  1.575  -0.207  3.335
H  1.272  -1.866  2.812
H  0.830  1.407  0.674
H  2.100  1.296  1.770
H  -2.179  -0.736  0.211
H  -1.795  0.629  0.968
H  2.553  -2.044  -1.352
H  -0.957  2.589  -0.561

Cartesian forces (eV/Å) of the 6 atoms listed first:
C -1.62 0.56 1.77
C 1.59 -1.24 5.33
C -1.51 0.04 1.38
C 0.66 0.89 0.00
N -0.60 2.32 -2.42
N -0.37 -0.94 -1.06

Electronic energy, hartree: -583.5723
Total charge: +1
Energy above the lowest of the compared OMol25 structures with the same formula, charge and spin, kJ/mol: 337.12
Gap between HOMO and LUMO, Eh: 0.3516